Computed, not measured: a cluster of 10 separate species, C30H52O30 in total at a distorted geometry, with ωB97M-V with the def2-TZVPD basis set.

```
! wB97M-V def2-TZVPD RIJCOSX def2/J DEFGRID3
* xyz 1 2
C 4.4672 -2.7247 -0.6498
C 3.9243 -1.3639 -1.0826
O 4.7145 -1.0916 -2.1618
C 5.6981 -2.0040 -2.3726
O 6.6625 -1.9558 -3.1243
O 5.4615 -2.9724 -1.5410
H 3.7104 -3.4581 -0.9282
H 4.6865 -2.8387 0.4119
H 4.0090 -0.6118 -0.2981
H 2.9529 -1.4012 -1.5757
C -3.3278 5.9539 -0.9619
C -3.1959 4.4848 -1.2328
O -4.4818 3.9827 -1.3065
C -5.3519 4.9399 -1.0363
O -6.5594 4.8800 -0.9133
O -4.7498 6.1239 -0.8988
H -2.9523 6.4718 -1.8444
H -2.7714 6.2996 -0.0906
H -2.6571 3.9991 -0.4193
H -2.7264 4.3754 -2.2103
C -0.0134 0.8613 -1.6103
C -0.7497 1.8885 -0.7741
O -0.1234 1.7084 0.4844
C 0.9696 0.9551 0.3627
O 1.7868 0.8051 1.2323
O 1.1004 0.4822 -0.8137
H 0.3873 1.3196 -2.5145
H -0.5690 -0.0572 -1.7992
H -1.8375 1.9322 -0.8286
H -0.3533 2.8683 -1.0405
C 4.1878 -4.1148 4.2100
C 3.0264 -4.8046 3.4923
O 2.5205 -3.7973 2.6407
C 3.1354 -2.6712 2.8578
O 2.7472 -1.6419 2.3162
O 4.1291 -2.8126 3.7800
H 5.1798 -4.5265 4.0243
H 4.1224 -4.1425 5.2977
H 2.3034 -5.0578 4.2677
H 3.3738 -5.6581 2.9102
C -4.9045 1.3059 -2.9234
O -5.3984 0.0609 -3.3913
C -5.0071 -0.4386 -4.4919
O -4.2561 0.0936 -5.2761
O -5.5356 -1.6536 -4.6103
C -5.2167 -2.4158 -5.7841
H -4.8369 2.0557 -3.7116
H -3.9300 1.0494 -2.5079
H -5.3710 1.6089 -1.9860
H -5.3532 -2.0398 -6.7980
H -5.7720 -3.3422 -5.9316
H -4.2076 -2.8123 -5.6719
C 2.1896 0.3571 -4.8513
O 1.5554 -0.8798 -4.3782
C 0.2201 -1.0317 -4.3196
O -0.6268 -0.1110 -4.5647
O -0.0406 -2.2298 -4.0343
C -1.3978 -2.6438 -3.7973
H 1.6775 0.7872 -5.7120
H 3.1934 0.0833 -5.1763
H 2.2960 1.0754 -4.0384
H -2.0646 -1.9418 -3.2967
H -1.4858 -3.6369 -3.3566
H -1.9799 -2.6447 -4.7188
C 0.5805 5.6854 6.4537
O 0.7273 5.7386 5.0216
C 1.0847 4.7221 4.2697
O 1.4569 3.5904 4.6399
O 0.7927 5.0696 3.0118
C 1.2409 4.1326 2.0495
H -0.4162 5.4700 6.8390
H 0.9344 6.6211 6.8865
H 1.2201 4.8552 6.7531
H 0.6410 3.2284 1.9456
H 2.3093 3.9497 2.1641
H 1.2012 4.6183 1.0745
C -3.2519 -1.0128 -0.5684
O -4.3984 -0.2745 -0.2118
C -4.3076 0.5084 0.8109
O -3.2907 0.6698 1.5346
O -5.5870 1.0078 1.0475
C -5.8275 1.7947 2.1917
H -2.9751 -0.9570 -1.6212
H -3.3056 -2.0710 -0.3126
H -2.3568 -0.6027 -0.1008
H -5.8769 2.8480 1.9158
H -5.1403 1.6966 3.0322
H -6.7364 1.5037 2.7182
C 4.5926 1.1643 2.7989
O 5.7014 1.4201 1.9624
C 6.4790 0.4372 1.5460
O 7.2918 0.5904 0.6112
O 6.2872 -0.7301 2.2348
C 6.8692 -1.9523 1.9463
H 4.0534 2.0541 3.1239
H 4.8523 0.5198 3.6387
H 3.8929 0.6812 2.1169
H 6.7465 -2.3117 0.9246
H 6.4447 -2.6849 2.6328
H 7.9381 -1.9502 2.1594
C 0.5827 -2.7658 0.2503
O -0.7500 -3.2736 0.0838
C -1.3734 -3.8637 1.1069
O -0.8265 -4.0503 2.1919
O -2.5407 -4.2463 0.8380
C -3.4623 -4.6703 1.8829
H 0.9867 -2.0638 -0.4792
H 1.2948 -3.5902 0.2114
H 0.7615 -2.3117 1.2249
H -3.2641 -5.7094 2.1457
H -4.5128 -4.7084 1.5946
H -3.3480 -4.0577 2.7772
*
```

Properties
Gap between HOMO and LUMO (alpha / beta), Eh: 0.342 / 0.073
Energy, Ha: -3431.03181
M, g/mol: 892.72

These are the Löwdin partial charges, in e, on atoms 1 to 8: C -0.06; C -0.01; O 0.23; C -0.45; O 0.27; O 0.19; H 0.18; H 0.15